[1]
# C29H40BClN12O4STi

A structure of composition C29H40BClN12O4STi (ωB97M-V/def2-TZVPD, OMol25).

Output
HOMO-LUMO gap: 6.38 eV
Max |F|: 0.51 eV/A
Net charge: 0
Total energy: -103943.69219 eV
Molecular weight: 746.9 g/mol
ΔE to the lowest compared entry with this formula, charge and spin: 73.56 kJ/mol
LUMO level: 0.1 eV

Last column: Löwdin charge in e.
Cartesian coordinates (Å):
Ti (0.562, -0.118, 0.357)  0.88
C (2.298, -0.233, -4.219)  -0.06
C (2.395, 0.099, -2.730)  -0.37
C (3.524, 1.092, -2.450)  -0.04
C (2.592, -1.144, -1.913)  -0.25
C (3.478, -2.204, -2.141)  0.01
C (3.304, -3.054, -1.068)  -0.05
N (2.368, -2.541, -0.264)  -0.01
N (1.923, -1.369, -0.776)  0.03
B (1.853, -3.072, 1.082)  -0.51
N (0.347, -3.295, 1.041)  -0.03
C (-0.367, -4.400, 1.296)  -0.06
C (-1.701, -4.067, 1.265)  -0.01
C (-1.726, -2.691, 0.984)  -0.26
N (-0.475, -2.235, 0.853)  0.07
C (-2.942, -1.819, 0.853)  -0.38
C (-3.663, -1.707, 2.197)  -0.05
C (-3.881, -2.349, -0.232)  -0.06
N (2.175, -2.002, 2.176)  -0.02
C (2.699, -2.271, 3.372)  -0.06
C (2.984, -1.080, 3.999)  -0.03
C (2.606, -0.080, 3.092)  -0.25
N (2.068, -0.651, 1.993)  0.08
C (2.927, 1.380, 3.339)  -0.36
C (4.427, 1.484, 3.644)  -0.06
C (2.581, 2.377, 2.246)  -0.06
H (2.106, 0.676, -4.792)  0.08
H (3.229, -0.668, -4.589)  0.08
H (1.490, -0.938, -4.417)  0.07
H (1.465, 0.567, -2.410)  0.10
H (4.490, 0.672, -2.743)  0.08
H (3.363, 2.013, -3.011)  0.09
H (3.555, 1.347, -1.391)  0.07
H (4.156, -2.326, -2.967)  0.11
H (3.780, -3.989, -0.822)  0.12
H (2.415, -4.097, 1.353)  0.12
H (0.126, -5.340, 1.483)  0.12
H (-2.541, -4.720, 1.427)  0.11
H (-2.605, -0.824, 0.576)  0.10
H (-4.008, -2.684, 2.544)  0.08
H (-3.000, -1.285, 2.954)  0.06
H (-4.535, -1.055, 2.108)  0.08
H (-4.247, -3.348, 0.020)  0.08
H (-4.747, -1.693, -0.336)  0.08
H (-3.375, -2.409, -1.195)  0.07
H (2.872, -3.290, 3.675)  0.13
H (3.457, -0.949, 4.958)  0.11
H (2.393, 1.685, 4.251)  0.11
H (5.007, 1.182, 2.769)  0.09
H (4.681, 2.518, 3.879)  0.08
H (4.731, 0.860, 4.485)  0.07
H (3.068, 2.119, 1.309)  0.08
H (2.928, 3.366, 2.550)  0.09
H (1.520, 2.458, 2.038)  0.03
O (-0.831, 3.962, -1.350)  -0.70
Cl (-1.315, 3.765, 0.113)  0.73
O (-0.509, 4.573, 1.172)  -0.72
O (1.126, 1.305, -0.099)  -0.31
O (-0.887, 0.360, 1.654)  -0.72
N (-0.665, -0.522, 4.319)  0.07
N (-0.123, 0.746, 4.567)  -0.04
C (-0.486, 1.785, 3.805)  -0.65
N (-0.188, 3.032, 4.220)  0.13
S (-1.255, 1.734, 2.317)  1.01
H (-0.807, -0.982, 5.209)  0.10
H (-0.037, -1.076, 3.742)  0.07
H (0.730, 0.833, 5.105)  0.14
H (-0.307, 3.271, 5.191)  0.12
H (-0.285, 3.772, 3.522)  0.09
N (-5.923, 4.889, -6.348)  0.16
C (-5.261, 4.148, -5.772)  -0.18
C (-4.435, 3.216, -5.049)  -0.23
C (-3.421, 3.679, -4.212)  0.01
C (-2.617, 2.786, -3.526)  0.02
C (-2.855, 1.427, -3.673)  -0.17
C (-3.870, 0.952, -4.490)  -0.01
C (-4.657, 1.850, -5.189)  -0.02
N (-2.041, 0.502, -2.959)  0.01
C (-1.675, -0.781, -3.324)  -0.03
C (-0.877, -1.245, -2.331)  -0.11
N (-0.747, -0.265, -1.372)  -0.02
C (-1.450, 0.770, -1.779)  -0.09
H (-3.252, 4.742, -4.103)  0.13
H (-1.827, 3.175, -2.887)  0.08
H (-4.059, -0.111, -4.566)  0.11
H (-5.454, 1.498, -5.829)  0.12
H (-1.999, -1.228, -4.247)  0.12
H (-0.381, -2.197, -2.239)  0.12
H (-1.487, 1.738, -1.293)  0.09


[2]
# C16H24ClN2O2

A cluster of 3 separate species, C16H24ClN2O2 in total at a distorted geometry (ωB97M-V/def2-TZVPD, OMol25).

Output
HOMO-LUMO gap: 2.47 eV
Max |F|: 17.38 eV/A
Net charge: +1
Total energy: -36560.09728 eV
Molecular weight: 311.8 g/mol
ΔE to the lowest compared entry with this formula, charge and spin: 248.11 kJ/mol
LUMO level: -6.6 eV

Last column: Löwdin charge in e.
Cartesian coordinates (Å):
C (2.089, 6.703, -3.060)  0.03
N (1.216, 5.917, -2.231)  -0.03
C (1.578, 5.586, -0.888)  0.02
C (1.340, 4.382, -0.379)  0.08
C (0.568, 3.354, -1.217)  -0.05
C (0.297, 3.674, -2.575)  0.08
C (0.566, 4.971, -3.031)  0.08
C (0.252, 2.037, -0.659)  -0.09
C (-0.152, 1.810, 0.676)  0.02
C (-0.599, 0.548, 1.060)  0.03
N (-0.666, -0.476, 0.129)  -0.01
C (-0.155, -0.330, -1.134)  -0.04
C (0.342, 0.849, -1.566)  0.07
C (-2.025, -1.200, 0.129)  0.10
H (3.020, 6.828, -2.468)  0.14
H (1.709, 7.712, -3.093)  0.12
H (2.133, 6.349, -3.965)  0.05
H (1.878, 6.299, -0.264)  0.10
H (1.605, 4.162, 0.640)  0.13
H (0.099, 2.949, -3.432)  0.17
H (0.564, 5.318, -3.819)  0.01
H (-0.386, 2.510, 1.418)  0.11
H (-0.992, 0.344, 2.179)  0.21
H (-0.165, -1.072, -1.969)  0.10
H (0.651, 0.980, -2.558)  0.10
H (-2.197, -1.291, -0.919)  0.08
H (-2.634, -0.784, 0.688)  0.01
H (-1.888, -2.054, 0.703)  0.08
Cl (-1.278, -3.456, -3.004)  -0.62
C (-1.257, -4.999, 4.685)  -0.09
O (-0.381, -4.851, 3.571)  -0.08
C (-1.107, -5.001, 2.403)  -0.30
C (-0.318, -4.922, 1.296)  -0.24
O (0.260, -3.619, 1.263)  -0.22
C (1.153, -3.453, 0.140)  -0.07
H (-2.109, -4.504, 4.584)  0.03
H (-0.905, -4.620, 5.789)  0.16
H (-1.620, -5.834, 4.941)  0.01
H (-2.067, -4.393, 2.287)  0.16
H (-1.603, -5.981, 2.251)  0.16
H (-0.964, -4.767, 0.581)  0.09
H (0.463, -5.617, 1.316)  0.14
H (1.435, -2.286, -0.104)  0.12
H (0.351, -3.621, -0.511)  0.00
H (1.900, -4.152, 0.120)  0.06


[3]
# C21H26F3N3O4

The molecule C21H26F3N3O4 at a distorted geometry (ωB97M-V/def2-TZVPD, OMol25).

Output
HOMO-LUMO gap: 9.11 eV
Max |F|: 16.30 eV/A
Net charge: 0
Total energy: -42995.42684 eV
SMILES: CCOC(=O)N1CCN(C(=O)[C@@H]2CCC(=O)N(Cc3cccc(C(F)(F)F)c3)C2)CC1
Molecular weight: 441.4 g/mol
ΔE to the lowest compared entry with this formula, charge and spin: 1833.17 kJ/mol
LUMO level: 0.5 eV

Last column: Löwdin charge in e.
Cartesian coordinates (Å):
C (6.700, 3.489, -1.669)  0.01
C (5.109, 3.620, -2.104)  -0.35
H (5.004, 3.854, -3.162)  0.13
H (4.688, 4.359, -1.482)  0.10
O (4.475, 2.549, -2.232)  -0.02
C (4.224, 2.075, -0.845)  -0.20
O (4.406, 2.777, 0.263)  0.01
N (3.614, 0.714, -1.028)  -0.08
C (3.011, 0.198, 0.172)  -0.20
H (3.197, 0.908, 1.121)  0.16
H (3.455, -0.982, 0.465)  0.19
C (1.546, 0.093, -0.060)  -0.27
N (1.077, -0.425, -1.204)  -0.11
C (0.545, -1.887, -1.166)  -0.17
O (0.415, -2.366, -2.391)  -0.01
C (-0.020, -2.304, 0.160)  -0.14
C (-1.492, -1.447, 0.341)  -0.08
N (-2.076, -2.093, 1.487)  -0.08
C (-2.457, -3.613, 1.452)  -0.32
O (-2.848, -4.057, 2.519)  0.06
C (-1.831, -4.213, 0.164)  -0.08
C (-0.219, -3.929, 0.037)  -0.03
H (0.316, -4.518, 0.640)  0.07
H (-0.059, -4.198, -0.954)  0.07
H (-2.543, -4.135, -0.812)  0.16
H (-2.012, -5.331, 0.457)  0.13
C (-2.597, -1.095, 2.497)  -0.17
C (-3.672, -0.528, 1.986)  -0.37
C (-4.803, -0.836, 1.794)  -0.05
C (-5.927, -0.040, 1.300)  -0.03
C (-5.690, 1.164, 0.961)  -0.07
C (-4.445, 1.826, 1.171)  -0.02
C (-3.434, 0.943, 1.828)  0.13
H (-2.461, 1.550, 2.004)  0.14
C (-4.105, 3.324, 1.084)  -0.98
F (-5.074, 3.701, 0.456)  0.27
F (-4.041, 3.899, 2.097)  0.34
F (-2.891, 3.417, 0.652)  0.19
H (-6.429, 1.875, 0.629)  0.12
H (-6.724, -0.596, 1.047)  0.08
H (-5.121, -1.873, 2.055)  0.16
H (-1.487, -0.741, 3.037)  0.22
H (-2.830, -1.870, 3.285)  0.14
H (-1.250, -0.390, 0.458)  0.10
H (-1.979, -1.749, -0.733)  0.17
H (0.360, -2.139, 0.970)  0.01
C (1.712, 0.051, -2.226)  -0.22
H (1.394, -0.553, -3.061)  0.13
C (3.268, -0.098, -2.201)  -0.04
H (3.939, 0.433, -2.958)  0.15
H (3.661, -1.076, -2.042)  0.11
H (1.378, 0.921, -2.502)  0.09
H (0.792, -0.333, 0.922)  0.18
H (1.055, 1.268, 0.043)  0.19
H (7.135, 4.505, -1.727)  0.09
H (7.253, 2.665, -2.194)  0.10
H (6.790, 3.239, -0.800)  -0.07


Repeat the third record exactly.
# C21H26F3N3O4

The molecule C21H26F3N3O4 at a distorted geometry (ωB97M-V/def2-TZVPD, OMol25).

Output
HOMO-LUMO gap: 9.11 eV
Max |F|: 16.30 eV/A
Net charge: 0
Total energy: -42995.42684 eV
SMILES: CCOC(=O)N1CCN(C(=O)[C@@H]2CCC(=O)N(Cc3cccc(C(F)(F)F)c3)C2)CC1
Molecular weight: 441.4 g/mol
ΔE to the lowest compared entry with this formula, charge and spin: 1833.17 kJ/mol
LUMO level: 0.5 eV

Last column: Löwdin charge in e.
Cartesian coordinates (Å):
C (6.700, 3.489, -1.669)  0.01
C (5.109, 3.620, -2.104)  -0.35
H (5.004, 3.854, -3.162)  0.13
H (4.688, 4.359, -1.482)  0.10
O (4.475, 2.549, -2.232)  -0.02
C (4.224, 2.075, -0.845)  -0.20
O (4.406, 2.777, 0.263)  0.01
N (3.614, 0.714, -1.028)  -0.08
C (3.011, 0.198, 0.172)  -0.20
H (3.197, 0.908, 1.121)  0.16
H (3.455, -0.982, 0.465)  0.19
C (1.546, 0.093, -0.060)  -0.27
N (1.077, -0.425, -1.204)  -0.11
C (0.545, -1.887, -1.166)  -0.17
O (0.415, -2.366, -2.391)  -0.01
C (-0.020, -2.304, 0.160)  -0.14
C (-1.492, -1.447, 0.341)  -0.08
N (-2.076, -2.093, 1.487)  -0.08
C (-2.457, -3.613, 1.452)  -0.32
O (-2.848, -4.057, 2.519)  0.06
C (-1.831, -4.213, 0.164)  -0.08
C (-0.219, -3.929, 0.037)  -0.03
H (0.316, -4.518, 0.640)  0.07
H (-0.059, -4.198, -0.954)  0.07
H (-2.543, -4.135, -0.812)  0.16
H (-2.012, -5.331, 0.457)  0.13
C (-2.597, -1.095, 2.497)  -0.17
C (-3.672, -0.528, 1.986)  -0.37
C (-4.803, -0.836, 1.794)  -0.05
C (-5.927, -0.040, 1.300)  -0.03
C (-5.690, 1.164, 0.961)  -0.07
C (-4.445, 1.826, 1.171)  -0.02
C (-3.434, 0.943, 1.828)  0.13
H (-2.461, 1.550, 2.004)  0.14
C (-4.105, 3.324, 1.084)  -0.98
F (-5.074, 3.701, 0.456)  0.27
F (-4.041, 3.899, 2.097)  0.34
F (-2.891, 3.417, 0.652)  0.19
H (-6.429, 1.875, 0.629)  0.12
H (-6.724, -0.596, 1.047)  0.08
H (-5.121, -1.873, 2.055)  0.16
H (-1.487, -0.741, 3.037)  0.22
H (-2.830, -1.870, 3.285)  0.14
H (-1.250, -0.390, 0.458)  0.10
H (-1.979, -1.749, -0.733)  0.17
H (0.360, -2.139, 0.970)  0.01
C (1.712, 0.051, -2.226)  -0.22
H (1.394, -0.553, -3.061)  0.13
C (3.268, -0.098, -2.201)  -0.04
H (3.939, 0.433, -2.958)  0.15
H (3.661, -1.076, -2.042)  0.11
H (1.378, 0.921, -2.502)  0.09
H (0.792, -0.333, 0.922)  0.18
H (1.055, 1.268, 0.043)  0.19
H (7.135, 4.505, -1.727)  0.09
H (7.253, 2.665, -2.194)  0.10
H (6.790, 3.239, -0.800)  -0.07